Record 1
DFT (ωB97M-V/def2-TZVPD) results for C41H24Br2InN9O6S2 as an isolated structure.

```
85
Properties=species:S:1:pos:R:3:forces:R:3
In 0.364 0.316 -0.033 0.08 0.53 0.19
Br 1.165 7.092 -3.200 -0.01 -0.05 0.03
Br 2.717 4.691 1.664 -0.03 0.02 -0.08
S -3.186 -4.489 -8.098 0.07 0.06 -0.04
S -0.679 -0.077 2.270 0.26 0.35 -0.13
O -3.998 -5.610 -8.533 0.01 0.10 0.05
O 1.248 2.313 0.491 -0.14 -0.61 -0.18
O -1.899 -4.854 -7.538 -0.12 0.07 0.00
O -1.697 1.696 0.189 0.24 -0.13 -0.22
O -3.161 -3.352 -9.012 0.04 -0.16 0.00
O 2.146 -0.467 1.384 0.03 -0.06 0.12
N 2.752 -3.471 2.958 0.17 0.10 0.36
N -3.438 -3.173 -5.733 0.16 0.06 0.14
N 0.408 -2.536 0.217 -0.02 0.23 -0.41
N 3.583 -0.213 5.759 -0.05 0.02 0.01
N -1.768 -0.744 -1.671 0.41 -0.12 0.10
N 2.479 -0.018 2.520 -0.15 0.15 -0.03
N -2.594 1.328 1.054 -0.13 -0.09 0.21
N -5.444 -3.670 -6.875 -0.11 -0.04 -0.08
N 0.038 2.054 -1.936 -0.21 -0.22 -0.01
C -0.712 2.980 -3.998 0.04 0.15 -0.04
C 4.099 -1.528 -2.741 0.11 0.00 -0.07
C 1.556 -4.992 0.838 -0.05 -0.01 -0.24
C -6.106 -2.957 -5.981 0.06 0.01 0.08
C -2.216 -3.932 2.333 0.03 0.08 -0.04
C -4.108 -2.465 -4.826 -0.24 -0.12 -0.22
C 0.583 3.240 -1.604 0.04 0.30 -0.08
C -4.859 1.476 1.790 0.05 -0.05 0.03
C 1.875 -0.581 -1.351 -0.60 0.02 0.54
C -1.692 -5.204 2.634 0.07 -0.14 0.06
C 3.765 -0.187 -2.810 0.05 0.08 -0.01
C -2.275 0.481 2.084 0.11 -0.01 -0.02
C -0.477 -5.578 2.132 -0.08 -0.02 0.07
C 2.776 -2.337 3.165 -0.08 -0.06 -0.28
C -0.581 1.923 -3.084 0.09 -0.01 0.09
C -1.520 -3.061 1.543 -0.19 -0.08 -0.14
C 3.219 -0.505 4.705 0.13 0.11 0.15
C 1.172 5.550 -2.071 0.09 0.25 0.08
C 0.267 -4.691 1.325 -0.04 0.21 -0.07
C -1.922 -1.970 -3.724 -0.13 -0.01 -0.04
C -3.854 1.796 0.914 -0.19 0.15 -0.02
C 0.533 4.363 -2.477 -0.01 -0.18 0.08
C -3.093 -0.654 -1.669 -0.12 0.11 0.17
C -4.120 -3.723 -6.727 -0.02 -0.04 -0.09
C 1.837 4.533 -0.010 0.02 -0.27 0.27
C 2.805 -0.931 3.412 0.20 -0.13 0.32
C 1.581 -2.859 -0.279 -0.24 -0.18 0.23
C -1.202 -1.400 -2.686 -0.11 -0.18 0.01
C 2.260 -1.922 -1.211 0.34 0.25 -0.30
C -0.255 -3.412 1.016 0.11 -0.35 0.06
C -4.577 0.609 2.847 0.08 -0.01 -0.01
C -3.900 -1.197 -2.653 0.00 -0.07 -0.08
C 1.815 5.630 -0.862 -0.15 -0.02 -0.26
C -0.156 4.192 -3.697 -0.04 -0.12 -0.02
C -3.313 -1.871 -3.720 0.24 0.12 0.14
C 3.355 -2.384 -1.950 -0.11 -0.05 0.11
C -5.485 -2.299 -4.931 0.04 -0.01 0.04
C -3.301 0.113 2.969 -0.12 0.01 -0.05
C 1.232 3.298 -0.307 0.09 0.37 0.07
C 2.650 0.274 -2.124 -0.07 -0.09 -0.17
C 2.214 -4.084 0.073 -0.08 -0.19 -0.08
H -5.845 1.892 1.643 0.01 0.01 -0.04
H -2.252 -5.880 3.269 -0.01 -0.01 -0.03
H 4.953 -1.908 -3.290 -0.01 -0.01 -0.01
H -0.120 -1.460 -2.659 0.02 -0.04 -0.04
H -3.542 -0.119 -0.838 0.06 -0.04 -0.04
H -3.033 -0.586 3.750 -0.01 0.04 0.05
H -6.055 -1.698 -4.238 -0.01 -0.03 0.00
H -0.234 5.024 -4.382 0.02 0.00 -0.01
H -3.992 2.445 0.062 0.11 0.01 -0.01
H -1.912 -2.087 1.306 -0.08 -0.05 -0.10
H -4.973 -1.098 -2.568 0.02 0.03 0.02
H -7.185 -2.911 -6.107 0.00 0.04 0.02
H -1.238 2.822 -4.930 -0.01 -0.02 0.01
H -0.991 0.949 -3.310 -0.03 0.02 -0.03
H 3.639 -3.428 -1.905 0.01 0.07 -0.08
H -5.345 0.331 3.556 0.00 -0.03 -0.02
H -3.180 -3.644 2.737 0.00 0.02 -0.03
H -1.435 -2.491 -4.537 0.04 0.00 0.02
H 4.374 0.500 -3.387 -0.03 -0.01 -0.03
H 3.232 -4.276 -0.230 -0.06 -0.04 -0.01
H 2.382 1.321 -2.192 0.07 -0.02 -0.02
H 2.303 6.548 -0.567 0.01 -0.01 0.02
H -0.066 -6.557 2.353 0.03 0.02 0.02
H 2.012 -5.940 1.097 0.05 0.06 0.07
```
Positions in Å, forces in eV/Å.

- ΔE to the lowest compared entry with this formula, charge and spin (eV) = 0.678
- DFT total energy (Ha) = -8655.6925
- charge = -2
- frontier orbital gap (eV) = 7.01
- multiplicity = 1

***

Record 2
DFT (ωB97M-V/def2-TZVPD) results for C41H26BBrF6I2NO3P2Ru as an isolated structure at a distorted geometry.

```
84
Properties=species:S:1:pos:R:3:forces:R:3
I -1.563 3.633 -1.534 -0.13 -0.05 -0.11
I 0.438 7.387 2.579 0.03 0.10 0.03
Ru 0.382 -0.333 1.068 0.35 -0.72 0.81
Br 1.083 -2.566 1.836 -0.05 -0.25 -0.06
P 2.043 0.400 -0.241 -0.69 0.10 -1.63
P -1.522 -1.399 0.136 0.33 0.54 -0.29
F -3.186 -3.548 -1.403 0.03 0.01 0.05
F 2.118 -4.773 -1.145 0.02 0.02 0.01
F -2.257 -5.791 -2.537 -0.01 0.00 -0.01
F 0.362 -6.408 -2.442 0.02 0.00 0.00
F -1.595 0.754 2.869 -0.18 -0.11 0.02
F 0.040 -0.250 4.114 0.03 -0.25 -0.14
O 2.263 0.136 2.036 0.10 0.29 0.90
O -0.450 1.556 0.539 -0.02 -0.14 0.12
O 3.404 1.859 2.903 0.34 -0.05 -0.02
N 0.496 1.960 3.223 -0.66 -0.55 0.17
C 0.779 0.212 -2.697 0.01 -0.10 0.00
C -2.334 -2.264 2.651 -0.10 0.07 -0.04
C -0.723 3.874 0.342 0.04 0.08 0.01
C -0.522 5.173 0.811 0.04 0.06 0.07
C 0.324 -3.302 -0.645 0.07 0.08 0.12
C 0.113 5.416 2.004 -0.08 -0.26 -0.15
C 3.813 -0.759 -2.079 -0.04 0.02 -0.03
C -5.039 -2.326 2.041 0.00 0.01 0.01
C -1.003 -2.944 -0.660 -0.10 -0.13 -0.21
C -4.013 0.756 -3.077 0.01 -0.01 -0.02
C 3.309 -0.799 -0.777 0.11 -0.04 0.31
C 0.515 4.318 2.794 0.25 0.10 0.28
C 1.810 2.334 -2.286 0.13 0.00 -0.02
C 0.209 3.012 2.364 -0.09 -0.23 -0.19
C -3.405 0.414 -0.780 0.04 0.15 -0.01
C 0.412 0.632 -3.961 -0.03 0.05 -0.06
C -3.253 -2.664 3.608 0.00 0.01 0.00
C 1.436 2.763 -3.553 0.02 -0.07 -0.02
C -1.412 -4.969 -1.911 0.11 0.02 0.03
C 1.275 4.455 3.993 -0.14 0.26 -0.15
C 5.263 -2.615 -1.596 0.00 0.01 -0.01
C 4.784 -2.646 -0.296 0.00 0.00 0.02
C 0.742 1.910 -4.395 -0.01 -0.02 0.04
C 1.252 2.108 4.293 0.11 0.59 0.17
C -4.606 -2.687 3.309 -0.02 0.00 0.01
C -2.764 -1.890 1.377 -0.04 -0.06 0.04
C -2.284 -0.815 -2.510 -0.09 -0.07 0.01
C -0.342 2.728 1.052 0.19 0.17 0.43
C 4.784 -1.661 -2.482 0.02 -0.02 0.01
C -4.125 -1.933 1.078 0.00 -0.15 -0.02
C -4.184 1.050 -1.733 0.03 0.00 0.01
C -1.874 -3.809 -1.315 -0.02 -0.08 -0.07
C -2.468 -0.544 -1.159 -0.11 0.01 0.13
C 2.903 1.275 1.967 -0.08 -0.07 -0.04
C -0.059 -5.287 -1.863 -0.07 0.05 0.03
C 2.889 1.791 0.541 0.13 -0.06 0.11
C 1.693 3.381 4.705 -0.18 -0.51 -0.21
C 1.496 1.051 -1.850 -0.12 0.10 0.05
C 0.824 -4.439 -1.206 -0.08 -0.12 -0.09
C -3.053 -0.167 -3.464 -0.02 0.03 -0.01
C 3.820 -1.740 0.116 0.07 0.14 0.00
B -0.293 0.608 3.145 0.65 1.02 -0.57
H 1.686 3.765 -3.875 0.01 0.01 0.00
H 2.370 3.010 -1.655 -0.01 0.02 0.03
H -2.906 -2.954 4.590 0.00 0.01 0.02
H 3.467 -1.757 1.133 -0.02 -0.03 0.04
H -4.914 1.784 -1.422 -0.01 0.02 0.00
H -5.323 -2.988 4.061 -0.01 -0.02 0.01
H -1.556 -1.551 -2.826 -0.03 -0.03 0.01
H 0.454 2.239 -5.385 0.00 0.01 -0.02
H -4.624 1.247 -3.823 -0.01 0.01 -0.01
H 3.886 1.931 0.121 0.02 0.07 0.13
H -0.850 6.000 0.197 0.01 0.01 -0.01
H 6.011 -3.328 -1.917 0.01 -0.01 -0.01
H 2.329 3.464 5.572 -0.01 0.03 0.03
H 5.155 -3.381 0.405 0.01 -0.01 0.01
H 0.534 -0.794 -2.370 0.04 0.02 0.02
H -6.093 -2.356 1.797 -0.02 0.00 0.00
H -2.913 -0.397 -4.512 0.01 0.00 -0.02
H 1.542 5.454 4.310 0.02 0.00 0.00
H -4.475 -1.682 0.086 -0.01 0.01 0.02
H -3.533 0.667 0.266 0.01 -0.02 0.01
H -1.283 -2.253 2.898 -0.02 -0.01 0.02
H 2.337 2.730 0.495 -0.04 -0.04 -0.11
H 1.474 1.215 4.853 -0.05 -0.01 0.04
H 5.163 -1.617 -3.494 0.00 -0.01 -0.02
H 3.451 -0.029 -2.789 0.00 0.00 -0.01
H -0.133 -0.037 -4.614 -0.01 0.00 -0.01
```
Positions in Å, forces in eV/Å.

- ΔE to the lowest compared entry with this formula, charge and spin (eV) = 2.233
- DFT total energy (Ha) = -6429.6535
- frontier orbital gap (alpha / beta) (eV) = 6.75 / 6.75
- expectation value of S² = 0.7592
- multiplicity = 2